1.
Density functional theory data (the ωB97M-V functional and the def2-TZVPD basis) for a molecular structure, C3H6N2S at a distorted geometry.

CARTESIAN COORDINATES (ANGSTROEM)
C  -0.36911  -0.12509  -0.01136
C  0.04319  0.54573  -1.20710
C  0.38311  0.49803  1.15168
H  0.18437  -1.68566  1.11234
H  -0.78523  -2.06523  -0.31984
H  -1.39663  0.14140  0.23737
H  -0.82123  0.70046  -1.92253
H  0.62979  -0.27312  -1.60434
H  0.29057  0.10375  2.16518
N  0.06007  -1.47299  0.01731
N  1.10269  1.50647  0.92974
S  0.67842  2.12626  -0.54844

Orbital gap = 9.1983 eV
Energy relative to the best compared isomer or geometry (same formula, charge and spin) = 2.466 eV
Molar mass = 102.16 g mol⁻¹
Net charge = 0

Here are the natural (NBO) charges for atoms 1 to 6, given in e: number 1, C, carries -0.167; number 2, C, carries -0.583; number 3, C, carries 0.112; number 4, H, carries 0.363; number 5, H, carries 0.365; number 6, H, carries 0.191

=====

2.
Density functional theory data (the ωB97M-V functional and the def2-TZVPD basis) for C6H9N in the gas phase at a distorted geometry.

CARTESIAN COORDINATES (ANGSTROEM)
C  0.84496  1.08126  2.15474
C  0.40697  0.21667  1.03051
C  0.10545  -1.12055  0.99382
C  -0.30417  -1.43567  -0.32528
C  -0.18901  -0.28782  -1.06455
C  -0.78074  -0.14518  -2.41746
N  0.20452  0.72068  -0.23523
H  0.04428  1.75770  2.47661
H  1.11626  0.44646  3.00023
H  1.71758  1.68603  1.88566
H  0.18299  -1.81079  1.82078
H  -0.73760  -2.36230  -0.69068
H  -0.42346  -0.95316  -3.07195
H  -1.81030  -0.27071  -2.07465
H  -0.72791  0.80019  -2.96219
H  0.35016  1.67720  -0.52036

Orbital gap = 8.5209 eV
Energy relative to the best compared isomer or geometry (same formula, charge and spin) = 0.434 eV
Molar mass = 95.14 g mol⁻¹
Net charge = 0
Structure (SMILES) = Cc1ccc(C)[nH]1

Here are the natural (NBO) charges for atoms 1 to 6, given in e: number 1, C, carries -0.636; number 2, C, carries 0.108; number 3, C, carries -0.286; number 4, C, carries -0.324; number 5, C, carries 0.131; number 6, C, carries -0.651

=====

3.
Density functional theory data (the ωB97M-V functional and the def2-TZVPD basis) for 13 unconnected molecules or ions with the total composition C39H52O39 at a distorted geometry.

CARTESIAN COORDINATES (ANGSTROEM)
C  1.68602  -3.64551  -7.57818
C  2.20482  -4.39538  -8.81381
O  2.43513  -5.60311  -8.17141
C  1.66252  -5.78672  -7.05089
O  1.67527  -6.83115  -6.45573
O  1.08790  -4.64553  -6.77372
H  0.90203  -2.97861  -7.93692
H  2.54300  -3.20908  -7.06513
H  2.92820  -3.85674  -9.42592
H  1.36651  -4.69516  -9.44266
C  -1.63789  -10.80135  3.88744
C  -2.73493  -10.88439  2.87331
O  -2.37390  -9.76438  2.10560
C  -1.23003  -9.18807  2.36179
O  -0.73330  -8.25597  1.74100
O  -0.67346  -9.92888  3.35461
H  -1.14532  -11.73684  4.15265
H  -2.03172  -10.26213  4.74897
H  -3.71578  -10.84009  3.34668
H  -2.66938  -11.78832  2.26774
C  4.24289  4.43655  -9.68962
C  2.82822  4.25855  -9.55274
O  2.67312  3.85171  -8.19969
C  3.77455  3.37810  -7.73419
O  4.06096  2.79647  -6.63176
O  4.70104  3.57811  -8.68397
H  4.56972  5.46664  -9.54750
H  4.45676  4.13623  -10.71537
H  2.35060  3.50579  -10.17990
H  2.23720  5.17254  -9.61141
C  -4.89674  9.06441  0.88460
C  -4.95989  7.54471  0.76064
O  -5.65187  7.16251  1.91369
C  -6.36568  8.26290  2.35473
O  -7.40797  8.24499  3.03174
O  -5.82710  9.41184  1.87705
H  -5.13396  9.52115  -0.07624
H  -3.94520  9.49040  1.20273
H  -3.96368  7.11050  0.67616
H  -5.48024  7.30687  -0.16714
C  8.03197  2.42789  6.28065
C  6.94982  3.15300  5.52484
O  5.97332  3.61295  6.42097
C  6.26464  3.03642  7.69337
O  5.69219  3.28237  8.72452
O  7.32021  2.12188  7.53038
H  8.87741  3.06884  6.53070
H  8.34740  1.54051  5.73188
H  6.48265  2.45023  4.83494
H  7.43860  3.99089  5.02771
C  -0.83387  4.97196  6.93921
C  -0.80412  3.76202  7.90538
O  -0.70579  4.34878  9.18211
C  -1.17371  5.60195  9.06527
O  -1.38626  6.35617  9.95103
O  -1.35070  5.92591  7.77567
H  -1.47790  4.89303  6.06337
H  0.15685  5.37089  6.72144
H  0.01897  3.05056  7.83874
H  -1.71514  3.18075  7.76302
C  6.77529  -7.96153  -1.36273
C  5.85833  -6.96086  -0.73078
O  6.03145  -7.28272  0.65325
C  6.54929  -8.44057  0.82930
O  6.69535  -8.94610  1.92042
O  6.94344  -8.92911  -0.30072
H  7.70617  -7.50349  -1.69705
H  6.18300  -8.37986  -2.17654
H  4.83702  -7.09620  -1.08676
H  6.07390  -5.91022  -0.92518
C  -7.70577  -0.98534  2.89592
C  -6.20252  -1.21015  2.95701
O  -5.79391  -0.31297  4.00150
C  -6.83159  0.63825  4.17634
O  -6.76740  1.56825  4.99557
O  -7.86513  0.34248  3.31744
H  -8.17199  -1.66755  3.60680
H  -8.10802  -1.06690  1.88615
H  -5.84964  -0.90440  1.97208
H  -5.95569  -2.26849  3.04127
C  4.10850  6.85855  0.84121
C  2.73239  7.22190  0.24559
O  2.20548  7.94866  1.37277
C  3.17531  8.51235  2.07350
O  2.99702  9.29291  2.96798
O  4.34730  7.88687  1.82459
H  4.87365  6.94043  0.06925
H  4.07396  5.88603  1.33225
H  2.14672  6.34229  -0.02159
H  2.76239  7.77263  -0.69456
C  -3.53020  3.71176  -6.41025
C  -4.78636  4.61833  -6.52860
O  -4.39533  5.88705  -6.09820
C  -3.21992  5.75290  -5.43524
O  -2.70485  6.74660  -4.86297
O  -2.73452  4.45624  -5.49727
H  -2.92712  3.69534  -7.31807
H  -3.81116  2.71015  -6.08476
H  -5.65379  4.32225  -5.93868
H  -5.06876  4.65230  -7.58083
C  3.27989  -5.14812  6.38872
C  3.90006  -3.77740  5.93119
O  3.02165  -2.83966  6.49242
C  1.85494  -3.47782  6.81416
O  0.81952  -2.97689  7.31929
O  1.94394  -4.72895  6.50770
H  3.58066  -5.49617  7.37690
H  3.40172  -5.94852  5.65890
H  3.95338  -3.67041  4.84777
H  4.90541  -3.69633  6.34447
C  -0.39598  0.04284  -1.74254
C  0.10755  -1.11720  -0.90207
O  0.90280  -0.50463  0.04847
C  0.37470  0.74813  0.23313
O  0.80406  1.56589  1.02813
O  -0.50768  0.99607  -0.70831
H  -1.35738  -0.14362  -2.22113
H  0.33537  0.37213  -2.48064
H  0.74113  -1.68978  -1.57943
H  -0.62779  -1.79652  -0.47091
C  -5.82457  -5.18185  -4.36609
C  -6.62285  -5.05539  -5.65852
O  -7.27919  -3.84174  -5.49106
C  -6.79036  -3.15326  -4.43057
O  -7.12972  -2.00397  -4.18732
O  -5.90311  -3.84138  -3.78793
H  -4.79005  -5.42948  -4.60388
H  -6.26996  -5.93587  -3.71711
H  -7.37310  -5.80984  -5.89525
H  -5.96279  -5.14890  -6.52089

Orbital gap = 9.8153 eV
Energy relative to the best compared isomer or geometry (same formula, charge and spin) = 8.262 eV
Molar mass = 1144.81 g mol⁻¹
Net charge = 0

Here are the Mulliken charges for atoms 1 to 6, given in e: number 1, C, carries -0.338; number 2, C, carries -0.351; number 3, O, carries -0.353; number 4, C, carries 0.685; number 5, O, carries -0.533; number 6, O, carries -0.307

=====

4.
Density functional theory data (the ωB97M-V functional and the def2-TZVPD basis) for 7 unconnected molecules or ions with the total composition C30H55BN6OP at a distorted geometry.

CARTESIAN COORDINATES (ANGSTROEM)
C  0.68464  2.44123  2.99925
C  0.20466  1.60614  3.70288
C  -0.62639  0.67197  4.50215
C  -1.48360  -0.28629  3.63079
C  -2.31645  0.38202  2.50574
B  -2.44740  -0.50672  1.12030
P  -0.77891  -0.92577  0.21553
C  -0.10612  -2.60348  0.79241
O  0.46065  0.13426  0.72563
H  0.90634  3.06061  2.16764
H  -1.29017  1.26509  5.13631
H  0.07698  0.06284  5.08220
H  -2.19782  -0.76512  4.31779
H  -0.85530  -1.10397  3.25961
H  -3.34993  0.46097  2.89639
H  -2.01182  1.41890  2.30924
H  -3.03179  -1.55897  1.30395
H  -3.10769  0.14621  0.32988
H  -0.84531  -3.38286  0.66691
H  0.76051  -2.80908  0.14349
H  0.28902  -2.57374  1.82144
H  1.02538  0.31218  -0.02806
C  -0.68002  -2.86993  -4.67699
C  0.01351  -3.97678  -3.89735
C  -0.94631  -4.75806  -3.00230
C  -1.56444  -3.84964  -2.02607
N  -2.04785  -3.14003  -1.26446
H  -1.11400  -2.12071  -4.01178
H  0.03434  -2.36004  -5.31894
H  -1.47691  -3.27368  -5.30830
H  0.80776  -3.53862  -3.28902
H  0.48950  -4.66743  -4.59799
H  -0.40764  -5.54372  -2.47128
H  -1.73282  -5.22797  -3.59556
C  -2.54859  3.81880  3.96854
C  -1.89943  5.07783  3.40775
C  -1.40805  6.03580  4.50032
C  -2.53407  6.48439  5.33856
N  -3.41434  6.83400  5.98768
H  -3.44204  4.05492  4.55163
H  -2.85257  3.15397  3.16038
H  -1.85226  3.27359  4.60813
H  -2.61570  5.59350  2.76279
H  -1.05135  4.79141  2.78329
H  -0.93919  6.91026  4.05006
H  -0.66836  5.54293  5.13403
C  0.84720  0.25889  -4.88054
C  1.94095  1.30205  -5.07665
C  3.15796  1.06298  -4.17635
C  2.77398  1.11831  -2.75540
N  2.47514  1.16202  -1.64872
H  0.44739  0.27927  -3.86472
H  0.01485  0.44856  -5.55996
H  1.22624  -0.74279  -5.07968
H  1.52817  2.29427  -4.88138
H  2.26577  1.28980  -6.12008
H  3.91853  1.82253  -4.36064
H  3.59870  0.08629  -4.38192
C  3.43053  -2.54553  2.62856
C  3.49699  -4.05155  2.84766
C  4.70072  -4.70812  2.16153
C  4.65085  -4.50543  0.70299
N  4.61311  -4.34814  -0.43327
H  3.30910  -2.29867  1.57334
H  2.57720  -2.12387  3.15855
H  4.33570  -2.05403  2.99511
H  2.57305  -4.50426  2.48127
H  3.55124  -4.25474  3.91990
H  4.70962  -5.78046  2.36111
H  5.63263  -4.28559  2.54080
C  -4.65919  -6.60343  -8.05172
C  -4.60120  -6.24678  -6.57032
C  -3.41757  -5.33955  -6.22109
C  -2.14396  -6.00653  -6.54591
N  -1.15489  -6.52975  -6.80175
H  -3.77764  -7.16623  -8.36275
H  -5.53148  -7.22417  -8.25969
H  -4.72802  -5.70510  -8.66904
H  -4.54450  -7.16598  -5.98368
H  -5.52681  -5.74239  -6.28699
H  -3.42691  -5.10147  -5.15718
H  -3.47574  -4.40299  -6.77751
C  1.26404  8.61937  4.89682
C  2.78582  8.65150  4.85978
C  3.33229  7.79996  3.71252
C  2.88397  6.41018  3.88600
N  2.51625  5.33660  4.05592
H  0.90429  7.60639  5.07243
H  0.87879  9.24813  5.70028
H  0.84102  8.97714  3.95500
H  3.17477  8.29127  5.81440
H  3.13400  9.68033  4.74351
H  4.42191  7.83050  3.69137
H  2.96649  8.17000  2.75351

Orbital gap = 4.6007 eV
Molar mass = 557.60 g mol⁻¹
Net charge = -1

Here are the Mulliken charges for atoms 1 to 6, given in e: number 1, C, carries 0.154; number 2, C, carries -0.686; number 3, C, carries -0.659; number 4, C, carries 0.158; number 5, C, carries -0.504; number 6, B, carries -0.045

=====

5.
Density functional theory data (the ωB97M-V functional and the def2-TZVPD basis) for C21H27ClN6O in the gas phase at a distorted geometry.

CARTESIAN COORDINATES (ANGSTROEM)
C  -0.05182  -3.98841  -1.52603
O  -0.23491  -2.70014  -2.06724
C  0.92485  -2.13139  -2.64039
C  1.49658  -0.99150  -1.78483
N  1.88120  -1.43003  -0.47755
N  3.09688  -1.91773  -0.21845
N  3.15423  -2.17003  1.02110
N  2.01331  -1.86899  1.62514
C  1.20293  -1.40889  0.69689
C  -0.19999  -0.92676  0.88338
C  -0.77400  -1.56710  2.17458
C  -2.17307  -1.06933  2.53186
C  -0.82493  -3.08636  2.01299
N  -0.15717  0.53044  0.80811
C  -1.35190  1.17480  0.27488
C  -1.40325  1.01072  -1.21921
C  -2.21871  0.06692  -1.83185
C  -2.18222  -0.06820  -3.21006
C  -1.32785  0.75401  -3.92707
N  -0.55226  1.66368  -3.35994
C  -0.59106  1.78510  -2.04603
C  0.42612  1.18897  1.96673
C  0.86839  2.58508  1.62034
C  0.22373  3.68939  2.16555
C  0.59810  4.97974  1.83546
C  1.63261  5.18930  0.94029
C  2.29502  4.10789  0.38772
C  1.91297  2.82084  0.73023
Cl  2.77775  1.49441  0.04272
H  0.27308  -4.69753  -2.29556
H  0.67743  -3.99565  -0.70955
H  -1.02146  -4.29928  -1.14225
H  0.64016  -1.70865  -3.61009
H  1.69262  -2.89672  -2.79722
H  2.38657  -0.59376  -2.27738
H  0.75679  -0.19897  -1.67123
H  -0.78724  -1.26922  0.02281
H  -0.09054  -1.33457  2.99588
H  -2.53183  -1.60653  3.40798
H  -2.86922  -1.25821  1.71615
H  -2.18357  -0.00918  2.77051
H  -1.23255  -3.54091  2.91282
H  -1.46049  -3.35883  1.17233
H  0.16802  -3.49531  1.85413
H  -1.27756  2.23976  0.50719
H  -2.28078  0.78971  0.71357
H  -2.87964  -0.55130  -1.24018
H  -2.80058  -0.79525  -3.71222
H  -1.25909  0.69044  -5.00517
H  0.06047  2.53919  -1.62208
H  1.29392  0.59762  2.27271
H  -0.26934  1.24113  2.81942
H  -0.58468  3.52953  2.86518
H  0.08107  5.81898  2.27514
H  1.92883  6.19206  0.67351
H  3.10811  4.25501  -0.30573

Orbital gap = 9.4689 eV
Energy relative to the best compared isomer or geometry (same formula, charge and spin) = 0.000 eV
Molar mass = 414.94 g mol⁻¹
Net charge = 0
Structure (SMILES) = COCCn1nnnc1[C@@H](C(C)C)N(Cc1cccnc1)Cc1ccccc1Cl

Here are the natural (NBO) charges for atoms 1 to 6, given in e: number 1, C, carries -0.245; number 2, O, carries -0.558; number 3, C, carries -0.068; number 4, C, carries -0.260; number 5, N, carries -0.198; number 6, N, carries -0.073

=====

6.
Density functional theory data (the ωB97M-V functional and the def2-TZVPD basis) for 2 unconnected molecules or ions with the total composition C3H5FOS at a distorted geometry.

CARTESIAN COORDINATES (ANGSTROEM)
C  -0.76374  0.24134  -1.55400
C  -0.81886  0.89321  -0.42943
C  0.63700  -0.97649  1.10835
O  2.23464  1.23307  -0.58269
F  -1.83064  1.77175  -0.14588
S  0.33743  0.80223  0.94533
H  0.11291  -0.33302  -2.01652
H  -1.53368  0.43812  -2.29836
H  1.05362  -1.51437  0.21923
H  -0.31306  -1.40271  1.24581
H  1.28171  -1.24518  1.95454

Orbital gap (alpha / beta) = 7.9511 / 8.1318 eV
Energy relative to the best compared isomer or geometry (same formula, charge and spin) = 5.795 eV
Molar mass = 108.14 g mol⁻¹
Net charge = 0

Here are the natural (NBO) charges for atoms 1 to 6, given in e: number 1, C, carries -0.484; number 2, C, carries 0.233; number 3, C, carries -0.747; number 4, O, carries -0.294; number 5, F, carries -0.331; number 6, S, carries 0.433

=====

Q: net charge of number 4 (C30H55BN6OP)?
A: -1